P.
{
  "formula": "C4H7N4",
  "method": "ωB97M-V with the def2-TZVPD basis set",
  "elements": ["C", "C", "C", "C", "N", "N", "N", "N", "H", "H", "H", "H", "H", "H", "H"],
  "xyz": [[-2.672, 1.902, 0.042], [0.117, 0.268, -1.129], [-1.195, 1.853, 0.165], [0.495, -1.363, 0.683], [-3.814, 1.886, -0.062], [-0.595, 0.803, 0.962], [0.160, -0.022, 0.137], [-0.699, 1.285, -1.416], [0.559, -0.298, -1.953], [-0.907, 2.899, 0.493], [1.683, -1.618, 0.608], [0.129, -1.466, 1.666], [-0.253, -2.024, 0.050], [-0.062, 1.203, 1.773], [-0.929, 1.524, -2.304]],
  "lumo_ha": -0.146,
  "orbital_gap_ha": 0.3795,
  "smiles": "CN1C=[NH+][C@@H](C#N)N1",
  "e_homo_ev": -14.293,
  "charge": 1
}

Q.
{
  "formula": "C4H7N4",
  "method": "ωB97M-V with the def2-TZVPD basis set",
  "elements": ["C", "C", "C", "C", "N", "N", "N", "N", "H", "H", "H", "H", "H", "H", "H"],
  "xyz": [[1.058, 0.392, 0.201], [0.524, 1.544, 1.098], [-0.186, -0.474, 0.024], [-0.860, -0.819, -1.650], [-0.220, -2.723, 0.939], [-0.876, 1.339, 1.160], [-1.312, 0.347, 0.682], [-0.144, -1.697, 0.528], [1.421, 0.771, -0.753], [1.865, -0.160, 0.682], [0.898, 1.514, 2.126], [0.726, 2.546, 0.714], [-0.711, -1.868, -1.857], [-0.284, -0.179, -2.308], [-1.900, -0.534, -1.586]],
  "lumo_ha": [-0.205, -0.205],
  "orbital_gap_ha": [0.3279, 0.3279],
  "smiles": "C[C@@]1([N+]#N)CCN=N1",
  "e_homo_ev": [-14.488, -14.488],
  "charge": 1
}

R.
{
  "formula": "C4H7N4",
  "method": "ωB97M-V with the def2-TZVPD basis set",
  "elements": ["C", "C", "C", "C", "N", "N", "N", "N", "H", "H", "H", "H", "H", "H", "H"],
  "xyz": [[0.620, -1.051, 0.468], [0.292, 0.428, 0.640], [-0.951, 0.415, -1.368], [0.864, 1.295, 1.689], [-2.507, -0.928, -2.542], [-1.571, -0.434, -1.900], [1.706, -1.474, 0.126], [-0.469, 0.940, -0.265], [-0.275, -1.556, 0.838], [0.100, 1.494, 2.516], [1.840, 0.776, 2.125], [1.130, 2.266, 1.114], [-2.251, -1.714, -3.092], [2.016, -2.412, -0.219], [-0.543, 1.956, -0.131]],
  "lumo_ha": [-0.201, -0.201],
  "orbital_gap_ha": [0.2883, 0.2884],
  "e_homo_ev": [-13.305, -13.306],
  "charge": 1
}

S.
{
  "formula": "C4H7N4",
  "method": "ωB97M-V with the def2-TZVPD basis set",
  "elements": ["C", "C", "C", "C", "N", "N", "N", "N", "H", "H", "H", "H", "H", "H", "H"],
  "xyz": [[-0.917, -0.381, 0.137], [-2.015, 0.128, 0.005], [0.363, -0.757, -0.002], [-3.294, 0.825, 0.041], [3.497, 0.920, 0.071], [2.624, 0.084, 0.098], [1.016, -1.893, -0.151], [1.357, 0.488, 0.326], [-3.535, 0.873, 1.107], [-3.018, 1.729, -0.442], [-4.128, 0.279, -0.492], [4.480, 0.604, -0.274], [0.677, -2.753, -0.650], [2.089, -1.524, -0.053], [0.804, 1.378, 0.279]],
  "lumo_ha": -0.192,
  "orbital_gap_ha": 0.3211,
  "smiles": "[H]/N=N/[NH+]=C(\\N)C#CC",
  "e_homo_ev": -13.976,
  "charge": 1
}

Top of the stability list: P, leading by 0.0155 hartree.

P.
{
  "formula": "C7H15NO",
  "method": "ωB97M-V with the def2-TZVPD basis set",
  "elements": ["C", "C", "C", "C", "C", "C", "C", "N", "O", "H", "H", "H", "H", "H", "H", "H", "H", "H", "H", "H", "H", "H", "H", "H"],
  "xyz": [[0.861, -0.230, -0.284], [-0.137, 2.584, 0.207], [-1.336, -2.306, 0.170], [3.231, -0.586, -0.062], [-0.921, 1.514, -0.560], [-1.640, -0.908, -0.329], [-0.584, 0.077, 0.163], [1.872, -0.412, 0.459], [-0.677, 0.157, 1.625], [1.011, -0.099, -1.338], [-0.302, 2.627, 1.361], [0.881, 2.411, 0.159], [-0.341, 3.501, -0.342], [-0.337, -2.778, -0.285], [-2.264, -2.927, 0.169], [-1.255, -2.240, 1.261], [4.056, -0.152, 0.412], [3.076, -0.193, -1.086], [3.364, -1.723, -0.104], [-0.920, 1.586, -1.705], [-1.877, 1.761, -0.289], [-2.592, -0.691, -0.029], [-1.565, -0.947, -1.356], [-1.604, -0.024, 1.782]],
  "lumo_ha": 0.033,
  "orbital_gap_ha": 0.3654,
  "smiles": "CCC(O)(/C=N/C)CC",
  "e_homo_ev": -9.038
}

Q.
{
  "formula": "C7H15NO",
  "method": "ωB97M-V with the def2-TZVPD basis set",
  "elements": ["C", "C", "C", "C", "O", "H", "H", "H", "H", "H", "H", "H", "H", "H", "H", "C", "C", "C", "N", "H", "H", "H", "H", "H"],
  "xyz": [[-0.622, 0.875, 1.529], [0.546, -0.102, 1.854], [-1.911, 0.095, 1.262], [1.903, 0.398, 1.370], [-0.339, 1.772, 0.487], [-0.337, 1.296, -0.361], [-0.772, 1.526, 2.400], [0.582, -0.227, 2.939], [0.334, -1.087, 1.432], [-2.736, 0.790, 1.118], [-2.141, -0.557, 2.100], [-1.810, -0.507, 0.364], [2.049, 1.439, 1.676], [2.700, -0.208, 1.806], [1.996, 0.354, 0.293], [0.046, -0.953, -1.494], [0.589, 0.755, -3.004], [-0.600, -2.004, -1.972], [0.005, 0.340, -1.977], [0.608, -1.030, -0.574], [0.486, 1.799, -3.263], [1.203, 0.132, -3.658], [-1.188, -1.950, -2.873], [-0.591, -2.944, -1.452]],
  "lumo_ha": 0.030,
  "orbital_gap_ha": 0.3757,
  "smiles": "CC[C@H](C)O.C=CN=C",
  "e_homo_ev": -9.420
}

Top of the stability list: Q, leading by 0.0348 hartree.

P.
{
  "formula": "C3H4N2S2",
  "method": "ωB97M-V with the def2-TZVPD basis set",
  "elements": ["C", "C", "C", "N", "N", "S", "S", "H", "H", "H", "H"],
  "xyz": [[0.148, 0.056, 1.569], [1.038, -0.373, -0.788], [-1.569, 0.501, -0.093], [0.493, -0.426, 2.568], [-0.232, 0.766, 0.542], [0.066, -1.343, -1.568], [2.509, 0.192, -0.408], [-1.558, 0.174, -1.211], [-2.116, -0.159, 0.500], [-2.135, 1.436, -0.271], [3.357, -0.825, -0.840]],
  "lumo_ha": [-0.043, -0.043],
  "orbital_gap_ha": [0.2823, 0.2824],
  "e_homo_ev": [-8.865, -8.866]
}

Q.
{
  "formula": "C3H4N2S2",
  "method": "ωB97M-V with the def2-TZVPD basis set",
  "elements": ["C", "C", "C", "H", "H", "H", "H", "N", "N", "S", "S"],
  "xyz": [[0.278, -0.622, -0.500], [0.499, 0.036, 0.884], [-0.471, 1.169, 0.999], [0.822, -1.689, -1.998], [1.500, 0.366, 0.974], [0.391, -0.681, 1.693], [-1.027, -0.259, -1.993], [1.157, -1.343, -1.043], [-0.997, -0.350, -0.971], [-0.467, 2.328, 2.163], [-1.684, 1.047, -0.209]],
  "lumo_ha": -0.017,
  "orbital_gap_ha": 0.3076,
  "smiles": "[H]/N=C1/CC(=S)SN1",
  "e_homo_ev": -8.826
}

R.
{
  "formula": "C3H4N2S2",
  "method": "ωB97M-V with the def2-TZVPD basis set",
  "elements": ["C", "C", "C", "N", "N", "S", "S", "H", "H", "H", "H"],
  "xyz": [[-0.335, 0.117, 0.214], [-2.863, 1.270, 0.206], [0.921, -0.674, -0.202], [-0.585, 1.281, 0.072], [-1.763, 1.827, 0.404], [-1.511, -1.145, 0.918], [-2.967, -0.559, -0.469], [-3.814, 1.727, 0.308], [1.288, -0.422, -1.233], [0.605, -1.676, -0.251], [1.747, -0.637, 0.440]],
  "lumo_ha": -0.008,
  "orbital_gap_ha": 0.3195,
  "smiles": "CC1=NN=CSS1",
  "e_homo_ev": -8.909
}

Top of the stability list: Q, leading by 0.0547 hartree.

P.
{
  "formula": "C4H8O2S",
  "method": "ωB97M-V with the def2-TZVPD basis set",
  "elements": ["C", "C", "C", "C", "H", "H", "H", "H", "H", "H", "H", "H", "O", "O", "S"],
  "xyz": [[-1.549, -0.436, -0.064], [-0.857, 0.905, -0.394], [1.541, 1.075, -0.015], [0.569, -1.541, 0.415], [-1.803, -0.376, 0.999], [-2.489, -0.650, -0.607], [-0.473, 0.821, -1.462], [-1.597, 1.650, -0.266], [2.024, 1.649, 0.717], [1.727, 1.626, -0.989], [0.821, -2.572, 0.387], [0.445, -1.195, 1.454], [0.233, 1.210, 0.447], [-0.644, -1.502, -0.331], [2.053, -0.664, -0.291]],
  "lumo_ha": 0.035,
  "orbital_gap_ha": 0.3617,
  "smiles": "C1COCSCO1",
  "e_homo_ev": -8.894
}

Q.
{
  "formula": "C4H8O2S",
  "method": "ωB97M-V with the def2-TZVPD basis set",
  "elements": ["C", "C", "C", "C", "O", "O", "S", "H", "H", "H", "H", "H", "H", "H", "H"],
  "xyz": [[1.153, 1.397, 0.664], [-2.759, 0.596, -0.025], [-3.212, -0.620, 0.077], [1.068, -0.531, -1.069], [-2.434, 1.707, -0.157], [3.014, -0.956, 0.601], [2.243, 0.444, -0.075], [1.790, 2.108, 1.203], [0.126, 1.201, 1.055], [-2.741, -1.476, -0.418], [3.365, -0.678, 1.401], [-4.088, -1.019, 0.585], [0.107, -0.066, -0.939], [1.360, -0.515, -2.120], [1.009, -1.594, -0.782]],
  "lumo_ha": 0.029,
  "orbital_gap_ha": 0.3406,
  "e_homo_ev": -8.483
}

R.
{
  "formula": "C4H8O2S",
  "method": "ωB97M-V with the def2-TZVPD basis set",
  "elements": ["C", "C", "C", "C", "H", "H", "H", "H", "H", "H", "H", "H", "O", "O", "S"],
  "xyz": [[0.386, 1.486, -0.171], [0.095, 0.189, 0.582], [0.724, -1.065, 0.022], [-2.095, -0.156, -0.127], [0.012, 1.498, -1.226], [-0.035, 2.347, 0.363], [1.461, 1.604, -0.190], [0.573, 0.353, 1.575], [0.471, -1.855, 0.738], [0.313, -1.359, -0.922], [2.492, -1.664, -0.479], [-1.599, 0.028, -1.050], [2.147, -0.891, -0.016], [-1.280, -0.072, 0.906], [-3.664, -0.443, -0.007]],
  "lumo_ha": 0.020,
  "orbital_gap_ha": 0.3449,
  "smiles": "C[C@H](CO)OC=S",
  "e_homo_ev": -8.827
}

Top of the stability list: R, leading by 0.0170 hartree.